Below is a 5-piece molecular cluster, C13H32BrClNO5S4 overall in a non-equilibrium geometry, with properties calculated with ωB97M-V with the def2-TZVPD basis set.

## Properties
HOMO-LUMO gap in Ha: 0.164
M in g mol⁻¹: 526.0
Charge: -1
Highest occupied orbital energy in eV: -2.47
Maximum force in eV/A: 6.48

Last column: Mulliken charge in e.
Positions of all 57 atoms, in Å:
C1 -1.108 3.394 1.195  -0.945
C2 -0.855 3.825 -0.335  0.462
Br1 -2.374 3.029 -1.418  -0.317
C3 -0.886 5.418 -0.552  -0.551
N1 0.437 6.083 -0.453  -0.711
C4 1.374 5.564 -1.467  -0.371
C5 2.511 4.698 -0.644  0.398
O1 2.769 5.106 0.521  -0.441
Cl1 3.332 3.204 -1.351  -0.268
H1 -1.995 3.971 1.639  0.239
H2 -1.364 2.275 1.182  0.301
H3 -0.145 3.563 1.804  0.152
H4 0.107 3.311 -0.670  0.118
H5 -1.542 5.857 0.297  0.239
H6 -1.408 5.744 -1.540  0.274
H7 1.888 6.365 -2.101  0.272
H8 0.850 4.821 -2.194  0.207
C6 4.181 -0.605 -0.153  -1.035
S1 3.049 -0.935 -1.520  0.518
O2 1.905 -1.727 -0.973  -0.553
C7 4.138 -2.087 -2.386  -1.000
H9 3.690 0.073 0.546  0.301
H10 4.429 -1.537 0.359  0.368
H11 5.087 -0.134 -0.537  0.390
H12 4.389 -2.926 -1.733  0.297
H13 5.046 -1.567 -2.695  0.381
H14 3.616 -2.459 -3.269  0.307
C8 -0.906 -6.247 0.524  -0.891
S2 0.512 -5.196 0.910  0.470
O3 0.576 -5.061 2.399  -0.648
C9 -0.206 -3.676 0.257  -0.605
H15 -0.696 -7.256 0.882  0.327
H16 -1.799 -5.864 1.020  0.284
H17 -1.057 -6.271 -0.557  0.310
H18 -1.144 -3.457 0.770  0.303
H19 -0.381 -3.787 -0.813  0.200
H20 0.498 -2.860 0.425  0.285
C10 -2.544 -0.720 -2.972  -0.733
S3 -3.286 -2.327 -2.621  0.391
O4 -2.660 -2.844 -1.365  -0.528
C11 -2.515 -3.192 -4.007  -0.931
H21 -2.858 -0.017 -2.199  0.191
H22 -1.455 -0.802 -2.964  0.243
H23 -2.887 -0.365 -3.945  0.379
H24 -1.428 -3.118 -3.933  0.252
H25 -2.859 -2.754 -4.945  0.376
H26 -2.810 -4.241 -3.967  0.327
C12 -1.519 -0.366 3.933  -0.917
S4 -2.051 1.262 4.506  0.346
O5 -2.070 2.169 3.320  -0.494
C13 -0.550 1.626 5.443  -0.948
H27 -2.296 -0.776 3.287  0.307
H28 -0.589 -0.277 3.369  0.273
H29 -1.376 -1.026 4.791  0.413
H30 0.318 1.589 4.783  0.294
H31 -0.440 0.900 6.250  0.373
H32 -0.641 2.627 5.866  0.322